Version A
# C6H10N2

2 unconnected molecules or ions with the total composition C6H10N2 (the ωB97M-V functional and the def2-TZVPD basis, the Open Molecules 2025 dataset).

Cartesian coordinates (Å):
1 C -0.162 -1.272 0.640
2 C -2.128 0.194 -0.172
3 C -1.960 0.854 1.054
4 C 2.470 0.220 -1.267
5 C 1.027 0.423 -0.598
6 C 0.192 -0.883 -0.554
7 N -0.288 -1.743 1.752
8 N -2.172 -0.288 -1.245
9 H -1.607 0.188 1.818
10 H -1.192 1.533 0.742
11 H -2.770 1.264 1.491
12 H 2.803 1.254 -1.609
13 H 3.145 -0.145 -0.457
14 H 2.334 -0.615 -1.910
15 H 0.399 1.210 -1.169
16 H 0.962 0.723 0.465
17 H -0.026 -1.400 -1.453
18 H -1.029 -1.515 2.469

Values from the calculation:
Structure (SMILES): CCC=C=N.CC#N
Kohn-Sham gap, eV: 8.696
Highest occupied orbital energy, hartree: -0.2945
Multiplicity: 1

Version B
# C6H10N2

C6H10N2 in the gas phase (the ωB97M-V functional and the def2-TZVPD basis, the Open Molecules 2025 dataset).

Cartesian coordinates (Å):
1 C -0.187 -2.255 0.569
2 C -0.261 -0.766 0.658
3 C -0.799 1.194 -0.436
4 C 0.146 1.956 0.429
5 C 0.675 1.121 -0.839
6 C 0.540 -1.035 -0.394
7 H 0.386 -2.646 1.366
8 H -0.708 -2.808 -0.119
9 H 0.265 -0.730 1.845
10 H -2.131 -0.511 0.130
11 H -1.413 1.741 -1.119
12 H 0.420 1.573 1.335
13 H 0.199 3.083 0.514
14 H 0.751 1.366 -1.914
15 H 2.315 -0.218 -1.090
16 H -0.421 -1.175 -0.980
17 N -1.324 0.080 0.600
18 N 1.546 0.032 -0.554

Values from the calculation:
Structure (SMILES): C1[C@@H]2N[C@H]3C[C@H]3N[C@@H]12
Kohn-Sham gap, eV: 9.653
Highest occupied orbital energy, hartree: -0.3185
Multiplicity: 1

Verdict on stability: version B comes out at the bottom.

Version A
# C5H9NS

C5H9NS in the gas phase (the ωB97M-V functional and the def2-TZVPD basis, the Open Molecules 2025 dataset).

Cartesian coordinates (Å):
1 C -1.086 -0.652 -0.021
2 C -0.228 0.306 0.805
3 C -0.773 -1.327 -1.319
4 C 0.737 -1.463 -1.807
5 C 0.514 2.351 1.703
6 N -0.252 1.619 0.796
7 S -1.195 -2.612 -0.154
8 H -2.080 -0.283 0.298
9 H 0.151 -0.199 1.588
10 H -1.478 -1.146 -2.091
11 H 1.394 -2.001 -1.008
12 H 1.268 -0.537 -1.843
13 H 0.676 -1.829 -2.801
14 H 0.961 1.745 2.493
15 H 1.413 2.814 1.265
16 H -0.021 3.215 2.096

Values from the calculation:
Structure (SMILES): C/N=C/[C@@H]1S[C@@H]1C
Kohn-Sham gap, eV: 9.594
Highest occupied orbital energy, hartree: -0.3253
Multiplicity: 1

Version B
# C5H9NS

2 unconnected molecules or ions with the total composition C5H9NS (the ωB97M-V functional and the def2-TZVPD basis, the Open Molecules 2025 dataset).

Cartesian coordinates (Å):
1 C 1.654 -0.255 0.620
2 C -1.173 1.871 0.218
3 C -1.592 0.839 -0.768
4 C -1.895 0.571 0.604
5 C 2.755 -0.813 -0.303
6 N -1.608 -2.001 -0.237
7 S -0.803 -0.656 0.010
8 H 1.550 -1.113 1.308
9 H -0.127 2.043 0.358
10 H -1.768 2.744 0.358
11 H -2.240 1.238 -1.556
12 H -2.809 0.723 1.110
13 H 2.719 -1.914 -0.479
14 H 2.764 -0.116 -1.249
15 H 3.426 -0.528 0.535
16 H -0.852 -2.632 -0.531

Values from the calculation:
Kohn-Sham gap, eV: 8.771
Highest occupied orbital energy, hartree: -0.3074
Multiplicity: 1

Verdict on stability: version B comes out at the bottom.

Version A
# C6H11NS

A molecular structure, C6H11NS (the ωB97M-V functional and the def2-TZVPD basis, the Open Molecules 2025 dataset).

Cartesian coordinates (Å):
1 C -1.932 1.605 0.955
2 C -1.648 0.155 0.322
3 C -0.190 -0.300 0.389
4 C 0.224 -1.876 0.532
5 C 1.695 -2.176 0.018
6 C 0.709 0.435 -0.518
7 H -1.507 1.947 1.954
8 H -1.241 2.208 -0.011
9 H -3.098 1.701 0.820
10 H -2.034 0.032 -0.744
11 H -2.224 -0.692 0.819
12 H 0.888 -0.705 2.308
13 H -0.657 -2.619 0.112
14 H 2.362 -1.345 0.938
15 H 1.946 -2.089 -1.323
16 H 1.645 -3.521 0.196
17 H 1.911 0.197 -0.622
18 N -0.020 -1.017 1.600
19 S 0.563 1.560 -1.615

Values from the calculation:
Kohn-Sham gap, eV: 8.019
Highest occupied orbital energy, hartree: -0.2993
Multiplicity: 1

Version B
# C6H11NS

C6H11NS in the gas phase (the ωB97M-V functional and the def2-TZVPD basis, the Open Molecules 2025 dataset).

Cartesian coordinates (Å):
1 C -0.582 0.987 -1.699
2 C -0.071 -0.354 -1.403
3 C 1.389 -0.646 -1.277
4 C 1.167 0.351 1.232
5 C -0.201 0.515 0.895
6 C -0.389 -0.688 0.008
7 H -0.624 1.158 -2.860
8 H 0.214 1.825 -1.308
9 H -1.584 1.128 -1.077
10 H -0.662 -1.069 -2.123
11 H 2.189 -0.396 -2.157
12 H 1.360 -1.718 -1.035
13 H 2.829 0.355 0.143
14 H 1.588 1.232 1.891
15 H 1.415 -0.596 1.617
16 H -0.425 1.464 0.189
17 H 0.230 -1.491 0.342
18 N 1.872 0.278 -0.125
19 S -1.720 -0.302 1.295

Values from the calculation:
Structure (SMILES): C[C@H]1CNC[C@@H]2S[C@H]21
Kohn-Sham gap, eV: 9.692
Highest occupied orbital energy, hartree: -0.3219
Multiplicity: 1

Version C
# C6H11NS

C6H11NS in the gas phase (the ωB97M-V functional and the def2-TZVPD basis, the Open Molecules 2025 dataset).

Cartesian coordinates (Å):
1 C -0.846 -1.713 1.564
2 C 0.491 -0.732 -0.243
3 C 0.241 0.728 0.009
4 C -0.232 -1.186 -1.584
5 C 1.137 1.192 1.208
6 C -0.537 1.566 -0.869
7 N 0.031 -1.760 0.709
8 S -1.756 -0.216 1.918
9 H -1.145 -2.503 2.269
10 H 1.558 -0.757 -0.299
11 H -1.283 -0.844 -1.542
12 H -0.223 -2.210 -1.625
13 H 0.357 -0.577 -2.394
14 H 0.879 0.845 2.218
15 H 1.331 2.238 1.158
16 H 2.137 0.637 0.917
17 H -1.251 0.944 -1.457
18 H 0.232 1.995 -1.554
19 H -1.123 2.352 -0.402

Values from the calculation:
Kohn-Sham gap (spin up / spin down), eV: 7.475 / 6.349
Highest occupied orbital energy (spin up / spin down), hartree: -0.3012 / -0.2889
Multiplicity: 1

Verdict on stability: version A comes out at the bottom.